1.
{"formula": "C5H9O6", "method": "ωB97M-V/def2-TZVPD", "charge": 0, "e_tot_ha": -647.0780, "relative_energy_kcal_mol": 3.8, "orbital_gap_ev": [8.919, 8.830], "multiplicity": 2, "s2": 0.75, "homo_energy_ha": [-0.379, -0.376], "symbols": ["C", "C", "O", "C", "O", "O", "H", "H", "H", "H", "H", "H", "C", "O", "C", "O", "O", "H", "H", "H"], "positions_angstrom": [[-0.0886, -1.1473, -0.8930], [-1.0198, -0.1400, -0.2892], [-1.4637, -0.1623, 0.8715], [-1.5120, 0.8331, -1.3248], [-2.2367, 0.0298, -2.2150], [-2.8041, 0.9956, -3.1853], [0.5868, -0.6769, -1.5890], [0.4958, -1.6419, -0.0989], [-0.6843, -1.9103, -1.4452], [-2.1865, 1.5854, -0.8490], [-0.6811, 1.3164, -1.8407], [-3.2422, 0.3531, -3.8078], [3.1703, 0.1282, 1.2826], [3.1587, -0.6918, 0.4019], [2.1278, 0.2002, 2.3028], [1.3838, -0.7881, 2.1061], [-0.3383, -0.0078, 3.4521], [3.9411, 0.9110, 1.4906], [2.1315, 0.9812, 3.0883], [-0.7386, -0.1678, 2.5420]], "atomic_forces_ev_per_a": [[0.123, -1.039, 1.095], [-0.857, -0.858, 1.680], [1.143, 0.332, -2.613], [-1.095, 1.294, 0.752], [-0.658, 0.499, -1.107], [-0.118, -1.510, -0.140], [0.174, 0.148, -0.311], [-0.272, 0.101, -0.383], [0.303, 0.558, 0.366], [0.521, -0.435, -0.369], [0.090, 0.129, 0.025], [0.598, 0.820, 0.859], [2.057, 1.151, -0.697], [0.554, 0.895, 0.259], [-2.714, -4.187, -1.082], [0.598, 2.926, 2.296], [-0.706, -0.020, -0.839], [0.472, -0.429, -0.903], [-0.567, -0.517, -0.131], [0.356, 0.142, 1.243]], "mulliken_charge": [-1.00, 0.75, -0.69, -0.45, -0.22, -0.35, 0.36, 0.29, 0.32, 0.28, 0.31, 0.32, 0.01, -0.39, 0.19, -0.44, -0.45, 0.28, 0.36, 0.51]}

=====

2.
{"formula": "C38H50IN5O5SSi4Ti", "method": "ωB97M-V/def2-TZVPD", "charge": -2, "e_tot_ha": -4831.5311, "relative_energy_kcal_mol": 37.3, "orbital_gap_ev": [3.912, 5.839], "multiplicity": 3, "s2": 2.02, "homo_energy_ha": [-0.004, -0.075], "symbols": ["Ti", "C", "C", "C", "C", "C", "C", "N", "C", "C", "C", "C", "C", "C", "N", "N", "C", "C", "C", "C", "C", "N", "H", "H", "H", "H", "H", "H", "H", "H", "H", "H", "H", "H", "H", "O", "C", "C", "O", "C", "C", "O", "C", "O", "O", "C", "S", "C", "H", "H", "H", "H", "H", "H", "I", "C", "C", "C", "C", "C", "N", "H", "H", "H", "H", "C", "Si", "C", "C", "Si", "Si", "C", "C", "C", "Si", "C", "C", "C", "H", "H", "H", "H", "H", "H", "H", "H", "H", "H", "H", "H", "H", "H", "H", "H", "H", "H", "H", "H", "H", "H", "H", "H", "H", "H", "H"], "positions_angstrom": [[-1.4619, 0.6926, -0.1281], [3.9704, 2.2788, -0.5749], [3.0864, 1.5741, -1.3814], [1.7286, 1.5759, -1.1117], [1.2060, 2.2814, -0.0207], [2.1146, 2.9423, 0.8205], [3.4701, 2.9503, 0.5327], [-0.1688, 2.2414, 0.2187], [-0.7937, 3.2655, 0.9359], [-0.4145, 4.6050, 1.0035], [-1.1850, 5.5237, 1.7119], [-2.3477, 5.1226, 2.3532], [-2.7641, 3.7986, 2.2698], [-1.9999, 2.8848, 1.5589], [-2.3448, 1.5554, 1.3401], [-3.3997, 1.0525, 2.0710], [-3.6450, -0.1513, 1.6320], [-4.7066, -0.9612, 2.1603], [-4.9680, -2.1636, 1.5990], [-4.1811, -2.6295, 0.5044], [-3.1597, -1.8499, 0.0626], [-2.8639, -0.6386, 0.6071], [5.0324, 2.2788, -0.7873], [3.4449, 1.0139, -2.2365], [1.0617, 1.0269, -1.7649], [1.7544, 3.4351, 1.7129], [4.1464, 3.4698, 1.2028], [0.4856, 4.9333, 0.5000], [-0.8672, 6.5593, 1.7557], [-2.9415, 5.8415, 2.9058], [-3.6787, 3.4539, 2.7307], [-5.2713, -0.5678, 2.9938], [-5.7737, -2.7784, 1.9841], [-4.3656, -3.5888, 0.0436], [-2.5165, -2.1583, -0.7563], [0.7412, -2.9085, -4.2313], [0.2412, -2.1420, -3.3759], [0.5753, -2.0616, -1.9474], [1.3973, -2.6749, -1.1247], [-0.2047, -1.0920, -1.3522], [-1.0635, -0.4865, -2.2615], [-1.9309, 0.5042, -1.9333], [-0.8136, -1.1070, -3.5786], [-1.3883, -0.7853, -4.6464], [-0.0106, -0.8685, 0.0074], [1.2968, 3.6693, -4.2858], [0.2362, 2.2372, -4.0361], [-0.3234, 1.9632, -5.7188], [2.1195, 3.4459, -4.9676], [1.7168, 3.9315, -3.3145], [0.7388, 4.5264, -4.6711], [-0.9432, 2.7913, -6.0730], [-0.9053, 1.0400, -5.6773], [0.5233, 1.8234, -6.3930], [-5.3670, 1.2302, -1.2500], [-4.0922, 2.5870, -2.2099], [-4.2966, 2.8744, -3.5519], [-3.4470, 3.7944, -4.1430], [-2.4425, 4.3749, -3.3837], [-2.3161, 3.9930, -2.0594], [-3.1338, 3.1145, -1.4798], [-5.0771, 2.3769, -4.1078], [-3.5608, 4.0393, -5.1920], [-1.7422, 5.0786, -3.8127], [-1.5248, 4.3840, -1.4303], [1.0857, -5.2069, 2.6743], [0.6546, -4.4829, 0.9710], [-1.1819, -4.8537, 0.7147], [1.5732, -5.5276, -0.3087], [1.1642, -2.1835, 0.7154], [0.6036, -1.3468, 2.9183], [-1.0969, -1.8335, 3.6000], [0.6916, 0.5329, 3.1316], [1.8163, -2.0252, 4.2269], [3.5294, -1.9050, 0.8382], [4.0819, -0.4303, 1.8827], [4.3242, -1.6843, -0.8701], [4.3516, -3.4271, 1.6236], [1.1744, -6.2932, 2.5791], [0.2955, -4.9973, 3.3978], [2.0228, -4.8278, 3.0789], [-1.3662, -5.9042, 0.9643], [-1.4630, -4.7037, -0.3301], [-1.8387, -4.2362, 1.3256], [1.4931, -6.5926, -0.0657], [2.6281, -5.2589, -0.3691], [1.1532, -5.3543, -1.2997], [-1.8513, -1.1079, 3.3023], [-1.0557, -1.8284, 4.6947], [-1.4320, -2.8216, 3.2799], [-0.0014, 1.0512, 2.4676], [1.6923, 0.9239, 2.9461], [0.4104, 0.7857, 4.1604], [1.5537, -3.0418, 4.5170], [1.7285, -1.3930, 5.1164], [2.8626, -2.0224, 3.9206], [5.1685, -0.3227, 1.8010], [3.8290, -0.5398, 2.9378], [3.6305, 0.4930, 1.5189], [3.5787, -1.6146, -1.6586], [4.9631, -2.5428, -1.0964], [4.9457, -0.7853, -0.8858], [4.0625, -3.5693, 2.6655], [5.4395, -3.3094, 1.5882], [4.0934, -4.3359, 1.0779]], "atomic_forces_ev_per_a": [[0.876, -0.934, 0.036], [0.003, 0.013, -0.018], [0.000, 0.016, -0.013], [-0.004, 0.011, 0.015], [0.062, -0.113, -0.049], [-0.015, 0.012, -0.020], [0.016, 0.027, -0.009], [-0.301, 0.022, -0.036], [-0.086, 0.135, 0.083], [0.044, -0.042, 0.012], [0.014, 0.031, -0.003], [-0.007, -0.001, 0.007], [0.046, -0.002, -0.007], [-0.131, 0.030, 0.068], [-0.058, 0.241, 0.122], [-0.029, -0.026, -0.080], [-0.087, 0.114, 0.147], [0.033, -0.014, -0.015], [0.000, 0.009, 0.026], [0.037, -0.015, -0.038], [0.045, -0.056, 0.019], [-0.029, 0.123, -0.096], [0.010, 0.001, -0.001], [0.006, 0.007, 0.000], [0.011, 0.019, 0.010], [-0.011, 0.006, -0.003], [0.002, -0.003, -0.001], [0.001, 0.002, -0.009], [-0.003, -0.002, 0.001], [0.003, -0.001, -0.003], [-0.004, -0.001, 0.002], [-0.020, 0.009, 0.002], [-0.001, -0.005, -0.003], [-0.001, -0.009, -0.009], [-0.037, -0.019, 0.015], [0.015, -0.040, -0.068], [0.034, 0.014, 0.050], [-0.168, 0.116, -0.112], [0.036, -0.026, 0.212], [-0.043, -0.003, -0.097], [-0.071, 0.089, -0.014], [-0.069, 0.173, -0.056], [0.033, 0.004, 0.052], [-0.052, -0.007, -0.068], [-0.216, 0.150, 0.118], [0.015, 0.027, -0.002], [0.077, -0.058, -0.053], [-0.028, 0.010, -0.028], [-0.005, -0.021, -0.018], [0.004, -0.006, 0.023], [-0.026, 0.011, -0.004], [-0.011, 0.015, 0.008], [-0.005, -0.003, 0.005], [0.014, 0.004, 0.008], [-0.042, -0.020, 0.019], [0.075, 0.074, -0.072], [0.018, 0.010, -0.004], [0.018, 0.015, 0.026], [-0.048, -0.041, -0.017], [-0.039, -0.042, -0.027], [0.021, -0.039, 0.100], [-0.008, 0.011, -0.011], [0.005, -0.002, -0.004], [-0.002, 0.002, -0.017], [-0.010, 0.011, 0.004], [-0.078, 0.008, -0.038], [0.049, 0.055, -0.042], [0.088, -0.087, -0.046], [-0.048, -0.015, 0.055], [0.157, 0.010, -0.002], [0.029, 0.089, -0.138], [0.060, -0.015, 0.071], [-0.048, -0.082, 0.092], [-0.003, -0.024, -0.024], [-0.100, 0.040, -0.081], [0.035, -0.027, -0.011], [0.083, -0.043, 0.116], [0.013, 0.027, -0.039], [-0.024, -0.034, 0.019], [-0.013, 0.047, 0.060], [0.073, 0.017, -0.011], [-0.042, -0.019, -0.018], [0.005, 0.032, -0.024], [-0.004, 0.048, 0.063], [0.008, -0.017, -0.010], [0.032, -0.023, 0.023], [-0.016, 0.022, -0.013], [-0.108, 0.062, -0.087], [-0.021, -0.007, 0.016], [0.010, -0.040, -0.025], [-0.009, -0.001, 0.000], [0.060, 0.000, -0.034], [0.012, 0.011, 0.008], [-0.019, -0.096, 0.016], [0.001, 0.006, 0.033], [-0.047, -0.034, 0.012], [0.032, 0.015, 0.010], [0.014, 0.045, -0.028], [-0.025, 0.021, -0.015], [-0.050, 0.015, -0.025], [-0.012, -0.010, -0.023], [0.001, 0.000, -0.004], [-0.034, 0.012, 0.040], [0.030, 0.003, 0.010], [0.009, -0.024, -0.008]], "mulliken_charge": [-1.21, -0.83, -0.97, 0.14, 0.12, -0.16, -1.04, 1.94, -0.69, -0.02, -0.86, -0.83, -0.51, -0.25, 2.18, -1.39, -0.21, -1.01, -0.46, -0.92, -0.48, 1.63, 0.33, 0.68, 0.21, 0.40, 0.31, 0.50, 0.39, 0.35, 0.50, 0.53, 0.38, 0.47, 0.34, -0.85, -0.45, -0.46, -0.54, 1.06, -0.18, 0.12, -0.03, -0.90, -0.27, -1.09, 0.57, -1.11, 0.34, 0.20, 0.32, 0.28, 0.29, 0.39, 0.02, 0.14, -0.55, -0.23, -0.90, 0.03, -0.05, 0.38, 0.38, 0.39, 0.28, -1.18, 1.26, -1.27, -1.27, -0.04, 0.53, -0.94, -0.94, -1.26, 1.24, -0.53, -1.21, -1.26, 0.45, 0.29, 0.28, 0.46, 0.29, 0.20, 0.44, 0.27, 0.30, 0.08, 0.49, 0.15, 0.25, 0.11, 0.50, 0.31, 0.41, 0.19, 0.44, 0.35, -0.37, 0.14, 0.45, 0.34, 0.25, 0.39, 0.25]}

=====

3.
{"formula": "C24H27N3O4S", "method": "ωB97M-V/def2-TZVPD", "charge": 0, "e_tot_ha": -1793.9983, "relative_energy_kcal_mol": 147.8, "orbital_gap_ev": 3.699, "homo_energy_ha": -0.229, "symbols": ["C", "C", "S", "O", "H", "H", "H", "C", "N", "C", "O", "C", "C", "C", "C", "C", "C", "C", "C", "N", "C", "C", "C", "C", "C", "C", "N", "O", "O", "C", "C", "C", "C", "C", "C", "H", "H", "H", "H", "H", "H", "H", "H", "H", "H", "H", "H", "H", "H", "H", "H", "H", "H", "H", "H", "H", "H", "H", "H"], "positions_angstrom": [[-4.5909, -3.3455, -3.8893], [-3.7894, -2.1039, -3.7660], [-2.1178, -2.2751, -3.6446], [-4.3416, -1.0178, -3.7545], [-5.6486, -3.0811, -3.9241], [-4.3383, -3.8840, -4.8044], [-4.4230, -4.0027, -3.0346], [3.5036, 0.5949, 3.1662], [2.6185, 0.9472, 2.0686], [2.8681, 2.0312, 1.2553], [3.7942, 2.8086, 1.3431], [1.7574, 2.0656, 0.2157], [2.3073, 1.9147, -1.2080], [3.2598, 3.0050, -1.6180], [4.5794, 2.7104, -1.9301], [5.4688, 3.7137, -2.2572], [5.0533, 5.0280, -2.2785], [3.7393, 5.3322, -1.9910], [2.8475, 4.3279, -1.6698], [0.8007, 0.9679, 0.5730], [-0.3806, 0.7266, -0.0554], [-1.2463, -0.2810, 0.3303], [-2.4554, -0.6011, -0.2444], [-3.2974, -1.6604, 0.2148], [-2.9343, -2.4978, 1.2842], [-3.7566, -3.5204, 1.7020], [-3.3428, -4.3625, 2.8155], [-4.0784, -5.3066, 3.1562], [-2.2641, -4.1057, 3.3820], [-4.9663, -3.7439, 1.0636], [-5.3503, -2.9340, 0.0128], [-4.5368, -1.9055, -0.4078], [1.3420, 0.2355, 1.7761], [1.6588, -1.2161, 1.4324], [0.4246, 0.4104, 2.9848], [4.3712, 1.2518, 3.1638], [2.9815, 0.6965, 4.1156], [3.8372, -0.4355, 3.0582], [1.2226, 3.0191, 0.3121], [2.8149, 0.9465, -1.2747], [1.4754, 1.8722, -1.9193], [4.9053, 1.6842, -1.9069], [6.4939, 3.4711, -2.4829], [5.7548, 5.8147, -2.5093], [3.4125, 6.3588, -2.0009], [1.8200, 4.5638, -1.4486], [-0.6432, 1.3521, -0.8872], [-0.9456, -0.8723, 1.1685], [-2.7987, -0.0355, -1.0913], [-2.0004, -2.3747, 1.8014], [-5.5864, -4.5565, 1.4040], [-6.2920, -3.1119, -0.4791], [-4.8371, -1.2802, -1.2316], [2.3969, -1.2420, 0.6329], [2.0741, -1.7420, 2.2898], [0.7865, -1.7658, 1.0912], [0.3374, 1.4709, 3.2146], [-0.5775, 0.0278, 2.8183], [0.8325, -0.0880, 3.8623]], "atomic_forces_ev_per_a": [[-1.011, -0.739, -0.112], [0.509, 0.283, -0.023], [1.526, -0.233, 0.554], [-1.146, 1.056, 0.301], [-0.095, -0.022, -0.046], [0.100, -0.052, 0.132], [0.140, -0.070, -0.106], [-0.392, -0.263, -0.048], [-0.308, 0.727, -1.092], [-0.248, -0.708, 0.649], [-0.521, -0.438, -0.097], [-0.827, 0.458, -0.616], [0.001, -0.381, -0.258], [0.130, 0.069, 0.075], [-0.234, -0.137, 0.087], [0.183, -0.100, -0.047], [0.182, 0.164, -0.024], [-0.208, 0.184, 0.061], [-0.053, -0.161, 0.022], [-0.291, 0.191, -0.309], [2.147, 0.321, 1.236], [-0.781, -0.750, 0.337], [1.076, 0.542, -0.308], [-0.758, -1.007, 0.477], [0.290, 0.174, 0.011], [-0.127, 0.522, -0.579], [0.614, -1.530, 1.821], [1.096, 1.762, -0.806], [-1.672, -0.198, -1.039], [-0.117, -0.418, 0.286], [-0.052, -0.071, 0.086], [0.504, 0.402, -0.017], [0.432, -0.100, 0.430], [-0.007, -0.051, -0.193], [-0.173, 0.140, -0.028], [-0.167, 0.070, -0.187], [0.061, 0.031, 0.139], [0.095, -0.046, 0.037], [0.164, -0.084, -0.029], [-0.047, 0.045, 0.002], [-0.045, 0.003, 0.129], [0.129, -0.220, 0.028], [0.162, -0.071, -0.050], [0.058, 0.083, -0.055], [-0.093, 0.158, -0.035], [-0.244, 0.172, 0.052], [0.173, 0.363, -0.329], [0.066, -0.165, 0.115], [-0.199, 0.149, -0.417], [0.155, -0.010, 0.114], [-0.107, -0.088, 0.017], [-0.095, -0.018, -0.085], [-0.034, 0.112, -0.323], [0.035, 0.008, -0.063], [-0.053, 0.074, 0.100], [-0.007, -0.048, 0.048], [-0.003, 0.084, 0.005], [0.013, -0.075, 0.049], [0.074, -0.093, -0.077]], "mulliken_charge": [-1.01, 0.52, -0.47, -0.66, 0.29, 0.33, 0.21, -0.98, 0.26, 0.30, -0.68, -0.03, -0.77, 0.45, -0.30, -0.66, -0.39, -0.76, -0.22, 0.53, 0.27, 1.07, -0.95, 1.04, -0.44, -0.42, 0.98, -0.60, -0.59, -0.39, -0.77, -0.69, 0.26, -1.55, -1.59, 0.38, 0.32, 0.31, 0.33, 0.39, 0.45, 0.34, 0.38, 0.39, 0.39, 0.38, 0.51, -1.18, 0.52, 0.64, 0.50, 0.45, 0.48, 0.34, 0.47, 0.40, 0.39, 0.39, 0.46]}